w | 18
Properties=species:S:1:pos:R:3:nbo_charge:R:1 method="wB97M-V/def2-TZVPD" lumo_energy_ev="0.335 / 0.334" orbital_gap_ha="0.287 / 0.287" charge=0 e_homo_ev="-7.5 / -7.5"
C 0.92 1.95 0.13 -0.293
C 1.68 -1.67 0.02 -0.377
C -0.42 1.84 0.10 -0.036
C 2.90 -1.05 -0.16 0.116
C 0.85 -0.49 0.25 0.002
C 1.58 0.67 0.08 0.156
C -2.58 -0.88 -0.28 -0.414
N -0.87 0.63 -0.23 -0.188
N -2.13 0.37 0.15 -0.403
O 2.86 0.29 -0.13 -0.402
H 1.47 2.91 -0.02 0.232
H 1.43 -2.75 -0.03 0.245
H -1.16 2.68 0.42 0.212
H 3.80 -1.57 -0.20 0.197
H -3.69 -0.91 -0.19 0.206
H -2.17 -0.98 -1.23 0.217
H -2.13 -1.80 0.20 0.180
H -2.33 0.74 1.12 0.350

x | 18
Properties=species:S:1:pos:R:3:nbo_charge:R:1 method="wB97M-V/def2-TZVPD" lumo_energy_ev=0.628 orbital_gap_ha=0.367 charge=0 smiles="CC(=O)Nc1ccccn1" e_homo_ev=-9.4
C -0.39 -0.17 -3.39 -0.682
C -0.71 -0.30 -1.93 0.693
C 0.23 -0.01 0.31 0.355
C 1.04 -0.70 1.21 -0.257
C 0.97 -0.42 2.60 -0.143
C -0.10 0.46 2.98 -0.270
C -0.83 1.02 2.09 0.018
H 0.17 0.64 -3.65 0.218
H -1.25 -0.23 -3.81 0.229
H 0.34 -0.93 -3.68 0.218
H 1.31 0.00 -1.23 0.407
H 1.83 -1.20 0.86 0.201
H 1.50 -1.05 3.20 0.216
H -0.21 0.89 4.13 0.226
H -1.67 1.93 2.26 0.210
N 0.35 -0.27 -1.08 -0.646
N -0.69 0.83 0.75 -0.408
O -1.90 -0.49 -1.62 -0.584

Which one sits at the top of the stability order? x does.

w | 7
Properties=species:S:1:pos:R:3:nbo_charge:R:1 method="wB97M-V/def2-TZVPD" lumo_energy_ev="-1.396 / -1.718" orbital_gap_ha="0.318 / 0.334" charge=0 e_homo_ev="-10.1 / -10.8"
N -1.51 0.18 0.15 -0.897
O 1.52 1.09 0.18 -0.886
O 1.51 -1.28 0.18 -0.877
S 0.87 -0.08 -0.26 1.893
H -1.60 -0.78 0.55 0.356
H -1.66 1.02 0.83 0.373
H 0.87 -0.15 -1.62 0.038

x | 7
Properties=species:S:1:pos:R:3:nbo_charge:R:1 method="wB97M-V/def2-TZVPD" lumo_energy_ev=-0.212 orbital_gap_ha=0.360 charge=0 e_homo_ev=-10.0
N 1.16 0.05 -0.09 -1.088
O -1.48 -1.27 0.32 -0.869
O -2.42 0.91 0.20 -0.862
S -1.38 0.03 -0.25 1.671
H 1.34 -0.05 0.91 0.386
H 1.62 -0.65 -0.61 0.383
H 1.16 0.97 -0.47 0.379

Which one sits at the top of the stability order? x does.

w | 16
Properties=species:S:1:pos:R:3:nbo_charge:R:1 method="wB97M-V/def2-TZVPD" lumo_energy_ev=0.268 orbital_gap_ha=0.368 charge=0 smiles="CC=O.O.O.O" e_homo_ev=-9.8
O -2.72 0.89 0.52 -0.525
C -2.53 -0.25 0.18 0.448
C -1.78 -0.77 -1.03 -0.748
H -2.58 -1.04 0.97 0.089
H -2.33 -1.36 -1.81 0.236
H -1.35 0.01 -1.65 0.227
H -1.03 -1.49 -0.69 0.266
H -1.24 0.14 3.55 0.473
H -0.09 1.12 3.29 0.471
O -0.28 0.21 3.51 -0.944
H 4.08 3.02 -0.94 0.469
H 3.96 1.53 -1.13 0.462
O 3.72 2.36 -1.59 -0.931
H 1.25 -1.79 -1.75 0.469
H 1.78 -0.93 -0.64 0.472
O 1.15 -1.64 -0.80 -0.934

x | 16
Properties=species:S:1:pos:R:3:nbo_charge:R:1 method="wB97M-V/def2-TZVPD" lumo_energy_ev=0.586 orbital_gap_ha=0.390 charge=0 smiles="CC=O.O.O.O" e_homo_ev=-10.0
O -0.40 0.20 2.12 -0.532
C -1.06 -0.74 1.74 0.456
C -2.29 -0.87 0.81 -0.731
H -0.65 -1.69 2.14 0.082
H -3.11 -1.59 1.04 0.241
H -2.73 0.01 0.87 0.225
H -1.86 -0.83 -0.19 0.260
H 1.98 -0.53 1.34 0.469
H 3.34 -0.72 1.71 0.469
O 2.84 -0.01 1.28 -0.935
H 1.85 0.12 -0.61 0.485
H 0.93 1.25 -1.06 0.479
O 1.22 0.30 -1.29 -0.967
H -0.23 0.50 -3.28 0.485
H -0.62 1.22 -4.64 0.468
O -1.02 1.00 -3.70 -0.953

Which one sits at the top of the stability order? w does.

w | 121
Properties=species:S:1:pos:R:3:mulliken_spin:R:1 method="wB97M-V/def2-TZVPD" spin_multiplicity=2 lumo_energy_ev="-4.998 / -5.236" s2=0.76 orbital_gap_ha="0.259 / 0.278" charge=+2 e_homo_ev="-12.0 / -12.8"
Ti -0.49 0.72 1.46 0.681
C -2.19 2.18 5.18 0.001
C -2.56 0.87 4.49 0.039
C -3.45 0.04 5.42 0.002
C -1.37 0.01 4.10 -0.068
C -0.11 0.16 4.68 -0.006
C 0.84 -0.85 4.61 0.003
C 0.58 -2.06 3.96 0.022
C 1.53 -3.22 4.03 -0.002
C -0.63 -2.16 3.27 -0.033
C -1.57 -1.14 3.30 0.093
H -3.09 2.76 5.37 0.000
H -1.52 2.80 4.59 0.002
H -1.71 2.00 6.15 0.000
H -3.14 1.10 3.59 -0.006
H -2.91 -0.22 6.33 0.000
H -3.78 -0.88 4.95 0.001
H -4.33 0.61 5.70 0.000
H 0.12 1.05 5.26 0.004
H 1.79 -0.72 5.11 0.001
H 2.56 -2.89 4.16 0.001
H 1.47 -3.84 3.14 0.000
H 1.28 -3.85 4.89 0.001
H -0.85 -3.07 2.71 -0.002
H -2.53 -1.28 2.82 0.006
C 2.95 4.39 3.96 -0.011
C 1.72 5.04 4.03 0.007
C 0.59 4.47 3.47 -0.008
C 0.70 3.24 2.84 0.012
C 1.92 2.57 2.78 0.010
C 3.05 3.15 3.34 0.007
N -0.42 2.58 2.27 -0.086
N -1.43 3.29 2.03 0.165
C -2.54 2.60 1.51 -0.038
C -3.68 3.38 1.32 0.029
C -4.83 2.79 0.83 -0.011
C -4.83 1.43 0.52 0.022
C -3.68 0.67 0.70 -0.012
C -2.51 1.22 1.21 0.025
H 3.83 4.84 4.40 0.000
H 1.65 6.00 4.53 0.000
H -0.37 4.97 3.53 0.000
H 1.99 1.60 2.28 0.015
H 4.00 2.64 3.29 0.000
H -3.65 4.43 1.58 -0.002
H -5.73 3.38 0.69 0.000
H -5.72 0.97 0.13 0.000
H -3.72 -0.39 0.45 0.002
N 0.99 -0.61 1.09 0.004
S 1.38 -1.61 0.09 0.012
N 1.53 -1.22 -1.49 -0.002
S 0.51 -1.02 -2.63 0.002
N -0.65 -0.01 -2.51 0.009
S -0.45 1.45 -1.78 0.025
N -0.20 1.46 -0.34 0.058
C -1.94 2.25 -2.31 -0.004
C -2.88 1.66 -3.14 0.002
C -4.01 2.38 -3.49 0.000
C -4.19 3.66 -3.00 0.000
C -3.25 4.24 -2.17 0.000
C -2.11 3.54 -1.81 0.012
C 0.84 2.28 -2.66 -0.005
C 0.68 2.59 -4.01 0.000
C 1.72 3.22 -4.66 0.000
C 2.89 3.54 -3.98 0.001
C 3.03 3.23 -2.63 0.000
C 1.99 2.59 -1.96 0.003
C -0.33 -2.51 -3.10 0.000
C -1.70 -2.53 -3.30 0.001
C -2.29 -3.72 -3.68 0.000
C -1.52 -4.86 -3.84 0.000
C -0.15 -4.83 -3.63 0.000
C 0.46 -3.64 -3.26 0.000
C 1.55 -0.66 -4.02 0.001
C 2.89 -0.36 -3.84 0.000
C 3.65 -0.05 -4.96 0.000
C 3.07 -0.05 -6.21 0.000
C 1.73 -0.35 -6.37 0.000
C 0.95 -0.66 -5.27 0.000
C 3.02 -2.21 0.35 -0.006
C 3.57 -1.95 1.60 0.002
C 4.84 -2.41 1.89 0.000
C 5.55 -3.13 0.94 0.000
C 4.99 -3.38 -0.31 0.000
C 3.72 -2.92 -0.62 0.000
C 0.32 -3.04 0.13 -0.021
C 0.81 -4.31 0.35 0.001
C -0.09 -5.36 0.50 -0.001
C -1.45 -5.12 0.44 0.001
C -1.93 -3.83 0.24 -0.001
C -1.05 -2.78 0.09 0.022
H -2.71 0.66 -3.52 0.000
H -4.75 1.93 -4.14 0.000
H -5.08 4.22 -3.28 0.000
H -3.39 5.25 -1.79 0.001
H -1.37 3.97 -1.15 -0.005
H -0.23 2.35 -4.53 0.000
H 1.62 3.48 -5.71 0.000
H 3.69 4.05 -4.49 0.000
H 3.93 3.49 -2.10 0.000
H 2.06 2.34 -0.91 0.003
H -2.28 -1.63 -3.16 -0.001
H -3.36 -3.76 -3.85 0.000
H -1.99 -5.79 -4.14 0.000
H 0.45 -5.72 -3.76 0.000
H 1.53 -3.59 -3.11 0.000
H 3.32 -0.37 -2.85 0.000
H 4.70 0.18 -4.84 0.000
H 3.68 0.18 -7.08 0.000
H 1.28 -0.36 -7.36 0.000
H -0.10 -0.90 -5.38 0.000
H 2.99 -1.38 2.32 0.003
H 5.28 -2.21 2.85 0.000
H 6.54 -3.49 1.16 0.000
H 5.56 -3.93 -1.05 0.000
H 3.29 -3.09 -1.59 0.000
H 1.88 -4.49 0.40 0.000
H 0.28 -6.36 0.67 0.000
H -2.15 -5.94 0.57 0.000
H -3.00 -3.65 0.20 0.000
H -1.41 -1.76 -0.05 0.021

x | 121
Properties=species:S:1:pos:R:3:mulliken_spin:R:1 method="wB97M-V/def2-TZVPD" spin_multiplicity=2 lumo_energy_ev="-4.788 / -5.049" s2=0.76 orbital_gap_ha="0.270 / 0.276" charge=+2 e_homo_ev="-12.1 / -12.5"
Ti -0.05 0.04 0.25 0.805
C -0.70 3.28 -2.53 0.006
C -0.04 3.82 -1.26 0.003
C -1.06 4.58 -0.43 -0.002
C 0.74 2.78 -0.46 -0.082
C 1.91 2.24 -0.98 -0.008
C 2.80 1.52 -0.20 -0.010
C 2.55 1.30 1.16 0.003
C 3.56 0.63 2.05 0.002
C 1.33 1.75 1.67 0.014
C 0.44 2.48 0.87 0.126
H -1.05 4.12 -3.13 0.000
H -1.56 2.65 -2.30 0.000
H -0.01 2.70 -3.14 0.000
H 0.73 4.52 -1.58 -0.001
H -1.90 3.94 -0.13 0.000
H -1.48 5.40 -1.02 0.000
H -0.62 5.01 0.47 0.000
H 2.16 2.43 -2.02 -0.001
H 3.71 1.14 -0.64 -0.001
H 4.23 1.38 2.46 0.000
H 4.16 -0.09 1.50 0.000
H 3.07 0.12 2.88 0.001
H 1.09 1.56 2.71 -0.002
H -0.46 2.89 1.33 0.002
C -1.30 -1.34 5.06 0.000
C -1.05 0.06 4.59 0.006
C -1.51 0.59 3.46 -0.007
C -2.23 -0.14 2.42 -0.042
C -2.76 -1.37 2.49 0.012
C -2.64 -2.30 3.64 0.003
N -2.02 0.33 1.08 -0.028
N -3.04 0.40 0.36 0.116
C -2.72 0.44 -1.01 -0.050
C -3.77 0.61 -1.90 0.015
C -3.50 0.50 -3.26 0.005
C -2.21 0.18 -3.67 0.004
C -1.18 0.01 -2.75 0.058
C -1.40 0.15 -1.38 -0.080
H -0.82 -1.52 6.02 0.000
H -0.53 0.71 5.29 0.000
H -1.33 1.64 3.27 0.000
H -3.12 -1.80 1.56 -0.013
H -3.19 -3.22 3.48 0.000
H -4.77 0.82 -1.53 -0.001
H -4.29 0.63 -3.99 0.000
H -2.00 0.07 -4.73 -0.001
H -0.19 -0.23 -3.11 0.007
N 1.12 -1.17 -0.87 0.001
S 1.08 -2.58 -1.27 0.030
N 1.50 -3.72 -0.15 -0.004
S 0.68 -4.50 0.90 0.001
N -0.20 -3.83 2.00 0.007
S 0.15 -2.40 2.72 0.028
N 0.23 -1.29 1.78 0.001
C -1.14 -2.53 4.05 0.011
C -0.96 -3.85 4.75 -0.001
C -1.71 -4.34 5.74 0.000
C -2.86 -3.73 6.40 0.000
C -3.36 -2.53 6.10 0.000
C -2.84 -1.63 5.03 0.000
C 1.69 -2.58 3.60 0.002
C 1.81 -2.74 4.98 -0.001
C 3.07 -2.83 5.54 0.000
C 4.20 -2.78 4.74 0.000
C 4.08 -2.62 3.37 0.000
C 2.82 -2.51 2.80 0.001
C 1.94 -5.50 1.66 0.000
C 3.24 -5.52 1.17 0.000
C 4.16 -6.34 1.81 0.000
C 3.78 -7.10 2.91 0.000
C 2.47 -7.07 3.37 0.000
C 1.53 -6.27 2.74 0.000
C -0.43 -5.67 0.19 -0.002
C -1.75 -5.77 0.61 0.000
C -2.57 -6.72 0.01 0.000
C -2.07 -7.54 -0.98 0.000
C -0.74 -7.44 -1.39 0.000
C 0.09 -6.50 -0.80 0.000
C -0.46 -3.13 -1.95 -0.021
C -1.59 -2.92 -1.17 0.009
C -2.84 -3.20 -1.69 0.004
C -2.95 -3.69 -2.98 -0.001
C -1.82 -3.90 -3.76 0.002
C -0.56 -3.62 -3.25 -0.003
C 2.30 -2.94 -2.50 0.000
C 2.73 -1.86 -3.26 0.000
C 3.66 -2.07 -4.26 0.000
C 4.16 -3.35 -4.49 0.000
C 3.72 -4.42 -3.72 0.000
C 2.79 -4.22 -2.72 0.000
H -0.13 -4.47 4.42 0.000
H -1.41 -5.32 6.11 0.000
H -3.31 -4.30 7.20 0.000
H -4.20 -2.16 6.67 0.000
H -3.43 -0.72 4.98 0.001
H 0.95 -2.81 5.62 0.000
H 3.17 -2.94 6.61 0.000
H 5.19 -2.86 5.19 0.000
H 4.96 -2.58 2.74 0.000
H 2.72 -2.33 1.73 0.003
H 3.52 -4.91 0.33 0.000
H 5.18 -6.37 1.46 0.000
H 4.50 -7.73 3.40 0.000
H 2.17 -7.68 4.21 0.000
H 0.50 -6.25 3.07 0.000
H -2.12 -5.12 1.39 0.000
H -3.60 -6.81 0.33 0.000
H -2.71 -8.28 -1.44 0.000
H -0.35 -8.10 -2.15 0.000
H 1.13 -6.43 -1.09 0.000
H -1.49 -2.53 -0.16 0.066
H -3.72 -3.03 -1.09 0.001
H -3.93 -3.90 -3.39 0.000
H -1.92 -4.28 -4.77 0.000
H 0.32 -3.76 -3.86 0.000
H 2.33 -0.88 -3.05 0.003
H 4.01 -1.24 -4.86 0.000
H 4.89 -3.51 -5.27 0.000
H 4.11 -5.41 -3.91 0.000
H 2.45 -5.05 -2.11 0.000

Which one sits at the top of the stability order? w does.

w | 8
Properties=species:S:1:pos:R:3:nbo_charge:R:1 method="wB97M-V/def2-TZVPD" lumo_energy_ev=0.647 orbital_gap_ha=0.408 charge=0 smiles=CC#CC#N e_homo_ev=-10.4
C 1.01 0.31 1.10 -0.709
C 0.13 0.01 -0.01 0.163
C -0.60 -0.21 -0.96 -0.176
C -1.64 -0.52 -1.87 0.236
H 0.79 1.26 1.58 0.253
H 0.86 -0.41 1.92 0.252
H 2.05 0.21 0.82 0.252
N -2.60 -0.64 -2.59 -0.271

x | 8
Properties=species:S:1:pos:R:3:nbo_charge:R:1 method="wB97M-V/def2-TZVPD" lumo_energy_ev=0.704 orbital_gap_ha=0.423 charge=0 smiles=C#CCC#N e_homo_ev=-10.8
C 1.97 0.34 -0.09 -0.201
C 0.77 0.14 -0.16 -0.010
C -0.65 -0.23 -0.39 -0.578
C -1.38 0.09 0.79 0.281
H 3.04 0.43 -0.27 0.252
H -0.78 -1.32 -0.52 0.276
H -1.18 0.20 -1.21 0.274
N -1.81 0.34 1.85 -0.294

Which one sits at the top of the stability order? w does.